[1]
ORCA calculation (ωB97M-V with the def2-TZVPD basis set) on 5 unconnected molecules or ions with the total composition H12NO4.

Properties
Frontier orbital gap   12.36 eV
Energy above the lowest of the compared OMol25 structures with the same formula, charge and spin   75.0 kJ/mol
Spin multiplicity   1
Total charge   +1
Total energy   -362.689242 Ha
HOMO level   -15.35 eV

Each line ends with the Mulliken charge.
Cartesian coordinates (Å):
N1 0.375 -0.334 -0.149  -0.295
H1 0.945 -0.962 -0.736  0.351
H2 0.383 0.645 -0.461  0.318
H3 -0.485 -0.770 0.238  0.302
H4 0.933 -0.281 0.710  0.402
H5 1.963 3.164 -0.227  0.321
H6 0.515 2.898 -0.373  0.335
O1 1.308 2.512 0.056  -0.667
H7 -1.415 0.789 3.134  0.333
H8 -2.424 0.920 1.984  0.310
O2 -1.475 0.934 2.180  -0.627
H9 -2.645 -1.349 0.858  0.297
H10 -2.267 -2.514 -0.076  0.303
O3 -1.957 -1.667 0.265  -0.648
H11 2.530 -2.026 -2.682  0.322
H12 1.359 -0.993 -2.943  0.320
O4 1.862 -1.471 -2.270  -0.674

=====

[2]
ORCA calculation (ωB97M-V with the def2-TZVPD basis set) on 6 unconnected molecules or ions with the total composition H12O5S.

Properties
Frontier orbital gap   9.80 eV
Energy above the lowest of the compared OMol25 structures with the same formula, charge and spin   49.5 kJ/mol
Spin multiplicity   1
SMILES   O.O.O.O.O.S
Total charge   0
Total energy   -781.567303 Ha
HOMO level   -9.58 eV

Each line ends with the Mulliken charge.
Cartesian coordinates (Å):
O1 2.102 -0.725 0.517  -0.593
H1 2.413 0.029 0.097  0.281
H2 1.433 -0.480 1.185  0.351
O2 0.657 -1.603 -1.997  -0.655
H3 1.056 -1.887 -1.120  0.352
H4 0.600 -0.620 -1.862  0.339
O3 -0.279 -0.057 2.400  -0.541
H5 0.183 -0.476 3.106  0.296
H6 -1.050 -0.554 2.252  0.239
O4 0.371 1.288 -1.720  -0.622
H7 0.886 1.518 -2.478  0.311
H8 0.733 1.790 -0.995  0.333
O5 1.173 2.344 0.976  -0.657
H9 1.535 1.801 1.660  0.262
H10 0.240 2.484 1.177  0.328
S1 -2.218 -0.805 -0.168  -0.349
H11 -3.191 0.077 -0.367  0.141
H12 -1.540 -0.775 -1.382  0.184

=====

[3]
ORCA calculation (ωB97M-V with the def2-TZVPD basis set) on 6 unconnected molecules or ions with the total composition H12O5S.

Properties
Frontier orbital gap (spin up / spin down)   9.92 / 4.46 eV
Energy above the lowest of the compared OMol25 structures with the same formula, charge and spin   88.1 kJ/mol
Spin multiplicity   2
Total charge   +1
Total energy   -781.190851 Ha
HOMO level (spin up / spin down)   -14.77 / -14.77 eV

Each line ends with the Löwdin spin population.
Cartesian coordinates (Å):
S1 -1.465 1.726 -0.769  0.892
H1 -0.942 2.277 -1.892  0.031
H2 -1.332 0.565 -1.466  0.029
H3 -1.615 -1.667 1.317  0.000
H4 -2.876 -1.370 0.396  0.000
O1 -2.463 -1.204 1.245  0.000
H5 1.266 -1.706 0.935  0.000
H6 0.276 -1.490 -0.197  0.000
O2 0.337 -1.835 0.704  0.001
H7 -0.315 0.971 1.837  0.002
H8 0.037 2.444 1.635  0.002
O3 -0.007 1.759 2.313  0.023
H9 1.227 -0.299 -2.372  0.000
H10 0.656 -1.666 -1.923  0.000
O4 0.424 -0.745 -2.082  0.008
H11 2.539 1.374 -0.279  -0.001
H12 1.960 0.417 0.752  -0.001
O5 2.293 0.450 -0.154  0.013

=====

[4]
ORCA calculation (ωB97M-V with the def2-TZVPD basis set) on 6 unconnected molecules or ions with the total composition H12O6.

Properties
Frontier orbital gap   11.24 eV
Energy above the lowest of the compared OMol25 structures with the same formula, charge and spin   87.8 kJ/mol
Spin multiplicity   1
SMILES   O.O.O.O.O.O
Total charge   0
Total energy   -458.639029 Ha
HOMO level   -10.76 eV

Each line ends with the Mulliken charge.
Cartesian coordinates (Å):
O1 0.665 1.784 0.123  -0.763
H1 1.484 1.265 -0.313  0.423
H2 0.870 2.702 0.048  0.270
O2 -0.406 -0.412 1.808  -0.746
H3 0.070 0.392 1.571  0.348
H4 -1.338 -0.338 1.437  0.443
O3 0.846 -1.754 -0.124  -0.781
H5 0.481 -1.234 0.739  0.476
H6 0.779 -2.726 -0.017  0.262
O4 -0.929 0.166 -1.542  -0.749
H7 -0.519 1.080 -1.277  0.414
H8 -0.296 -0.511 -1.015  0.388
O5 2.466 0.218 -0.656  -0.706
H9 2.227 -0.726 -0.309  0.381
H10 2.632 0.137 -1.646  0.348
O6 -2.969 -0.381 0.565  -0.734
H11 -2.603 -0.075 -0.275  0.390
H12 -3.461 0.413 0.884  0.335

=====

[5]
ORCA calculation (ωB97M-V with the def2-TZVPD basis set) on 6 unconnected molecules or ions with the total composition H12O6.

Properties
Frontier orbital gap   9.70 eV
Energy above the lowest of the compared OMol25 structures with the same formula, charge and spin   419.9 kJ/mol
Spin multiplicity   1
SMILES   O.O.O.O.O.O
Total charge   0
Total energy   -458.512524 Ha
HOMO level   -9.46 eV

Each line ends with the Mulliken charge.
Cartesian coordinates (Å):
O1 0.258 -1.410 1.320  -0.599
H1 0.167 -2.347 1.607  0.267
H2 -0.650 -1.344 0.840  0.333
O2 -4.860 -0.523 -0.117  -0.618
H3 -4.317 -1.338 -0.023  0.313
H4 -5.667 -0.854 -0.412  0.306
O3 1.592 1.959 1.238  -0.572
H5 1.595 2.062 2.181  0.300
H6 2.420 2.420 0.995  0.291
O4 3.762 -1.203 -1.132  -0.634
H7 4.530 -0.851 -0.620  0.316
H8 3.009 -0.542 -0.853  0.311
O5 0.352 -0.606 -0.412  -0.453
H9 1.121 -0.857 -1.032  0.194
H10 -0.254 -0.096 -0.930  0.208
O6 -0.883 2.087 -1.218  -0.626
H11 -1.340 1.201 -1.167  0.335
H12 -0.835 2.242 -0.264  0.326

=====

[6]
ORCA calculation (ωB97M-V with the def2-TZVPD basis set) on 6 unconnected molecules or ions with the total composition H12O6.

Properties
Frontier orbital gap   11.11 eV
Energy above the lowest of the compared OMol25 structures with the same formula, charge and spin   162.1 kJ/mol
Spin multiplicity   1
SMILES   O.O.O.O.O.O
Total charge   0
Total energy   -458.610734 Ha
HOMO level   -10.94 eV

Each line ends with the Mulliken charge.
Cartesian coordinates (Å):
O1 0.116 -0.406 0.155  -0.631
H1 -0.247 0.377 0.567  0.305
H2 0.824 -0.079 -0.400  0.322
O2 -2.370 -3.316 -0.262  -0.648
H3 -1.852 -2.561 -0.541  0.316
H4 -3.016 -2.954 0.344  0.322
O3 -1.684 3.187 1.990  -0.628
H5 -1.589 3.442 1.073  0.317
H6 -2.554 3.500 2.238  0.314
O4 5.818 -1.445 -0.610  -0.636
H7 6.339 -0.643 -0.643  0.310
H8 4.978 -1.202 -0.998  0.328
O5 -4.530 -0.851 1.625  -0.628
H9 -4.269 -0.444 0.799  0.314
H10 -5.445 -0.593 1.741  0.315
O6 2.902 1.067 -2.228  -0.628
H11 3.375 1.056 -3.060  0.316
H12 3.204 1.864 -1.791  0.320

=====

[7]
ORCA calculation (ωB97M-V with the def2-TZVPD basis set) on a molecular structure, H12O6Zn.

Properties
Frontier orbital gap   12.90 eV
Energy above the lowest of the compared OMol25 structures with the same formula, charge and spin   62.8 kJ/mol
Spin multiplicity   1
Total charge   +2
Total energy   -2237.432972 Ha
HOMO level   -20.22 eV

Each line ends with the Mulliken charge.
Cartesian coordinates (Å):
Zn1 -0.053 0.068 0.089  0.847
O1 1.232 1.067 1.283  -0.458
H1 2.251 1.099 1.264  0.334
H2 0.960 1.674 1.977  0.323
O2 1.703 -0.912 -0.842  -0.561
H3 2.374 -0.255 -1.030  0.338
H4 1.603 -1.371 -1.671  0.321
O3 0.067 -1.510 1.371  -0.478
H5 -0.792 -1.950 1.342  0.364
H6 0.343 -1.366 2.311  0.367
O4 0.093 1.475 -1.357  -0.442
H7 0.410 2.416 -1.312  0.322
H8 0.237 1.200 -2.288  0.340
O5 -1.076 -1.148 -1.302  -0.535
H9 -0.877 -2.108 -1.463  0.363
H10 -2.048 -1.206 -1.349  0.321
O6 -1.819 0.837 0.774  -0.408
H11 -2.119 0.457 1.624  0.335
H12 -2.487 1.532 0.580  0.307

=====

[8]
ORCA calculation (ωB97M-V with the def2-TZVPD basis set) on a molecular structure, H12O8V.

Properties
Frontier orbital gap   7.79 eV
Energy above the lowest of the compared OMol25 structures with the same formula, charge and spin   845.9 kJ/mol
Spin multiplicity   1
Total charge   +1
Total energy   -1552.608069 Ha
HOMO level   -12.50 eV

Each line ends with the Mulliken charge.
Cartesian coordinates (Å):
O1 0.435 1.508 0.726  -0.834
V1 -0.278 0.299 -0.059  1.232
O2 0.460 -1.113 0.235  -0.728
O3 -1.150 1.550 -0.911  -0.340
H1 -1.158 2.498 -1.044  0.316
H2 -2.070 1.292 -0.968  0.344
O4 2.658 0.793 1.042  -0.608
H3 2.145 1.529 0.709  0.341
H4 2.260 0.585 1.887  0.299
O5 0.666 0.451 -1.412  -0.409
H5 0.462 1.143 -2.041  0.304
H6 1.403 -0.018 -1.802  0.320
O6 -1.288 0.162 1.386  -0.388
H7 -2.184 -0.172 1.344  0.329
H8 -1.373 1.024 1.793  0.419
O7 0.662 -2.968 1.417  -0.661
H9 1.378 -3.593 1.300  0.274
H10 0.919 -2.209 0.893  0.443
O8 -1.208 -0.718 -1.183  -0.289
H11 -0.748 -0.789 -2.020  0.346
H12 -1.992 -1.256 -1.294  0.289